Arrangement 1

Formula: C2H8N2O2
Source: the OMol25 dataset
Level of theory: ωB97M-V with the def2-TZVPD basis set

Bonds (Å) are listed after each position.
Geometry (Å):
1 N -2.8950 2.4860 0.0893  C2 1.359, H4 1.014, H5 1.004
2 C -2.0750 1.4236 0.3051  N1 1.359, O3 1.205, H6 1.104
3 O -0.8773 1.5293 0.3837  C2 1.205
4 H -2.4738 3.3985 -0.0424  N1 1.014
5 H -3.8987 2.4630 0.0787  N1 1.004
6 H -2.6546 0.4859 0.3717  C2 1.104
7 N 1.6517 -2.5127 -0.3659  C8 1.426, H10 1.008, H11 1.015
8 C 1.9277 -1.1274 -0.5591  N7 1.426, O9 1.432, H12 1.089, H13 1.094
9 O 2.5427 -0.4869 0.5647  C8 1.432, H14 0.964
10 H 2.4473 -2.9908 0.0282  N7 1.008
11 H 0.7802 -2.6904 0.1231  N7 1.015
12 H 2.6792 -1.0101 -1.3383  C8 1.089
13 H 0.9951 -0.6382 -0.8559  C8 1.094
14 H 1.8504 -0.3298 1.2173  O9 0.964

As for the total charge: 0. The calculation puts the HOMO energy at -9.269 eV.

***

Arrangement 2

Formula: C2H8N2O2
Source: the OMol25 dataset
Level of theory: ωB97M-V with the def2-TZVPD basis set

Bonds (Å) are listed after each position.
Geometry (Å):
1 C -1.0798 -0.8524 1.0483  O2 1.423, H7 1.094, H8 1.094, H9 1.094
2 O -0.7408 -1.1391 -0.3040  C1 1.423, C3 1.434
3 C 0.5988 -0.7535 -0.6402  O2 1.434, N4 1.481, H10 1.098, H11 1.096
4 N 0.7458 0.6948 -0.9102  C3 1.481, N5 1.428, O6 1.454
5 N 0.8673 1.4431 0.3000  N4 1.428, H12 1.023, H13 1.023
6 O -0.4497 1.1237 -1.6189  N4 1.454, H14 0.979
7 H -0.2247 -0.9527 1.7237  C1 1.094
8 H -1.5025 0.1540 1.1157  C1 1.094
9 H -1.8505 -1.5621 1.3614  C1 1.094
10 H 1.3190 -1.1169 0.1043  C3 1.098
11 H 0.8376 -1.2779 -1.5722  C3 1.096
12 H 0.7673 2.4362 0.0771  N5 1.023
13 H 1.8172 1.3568 0.6693  N5 1.023
14 H -1.1049 0.4462 -1.3543  O6 0.979

As for the total charge: 0. The calculation puts the HOMO energy at -8.243 eV.

***

Arrangement 3

Formula: C2H8N2O2
Source: the OMol25 dataset
Level of theory: ωB97M-V with the def2-TZVPD basis set

Bonds (Å) are listed after each position.
Geometry (Å):
1 N 1.4776 0.9330 -2.1921  C2 1.360, H5 0.997, H6 1.003
2 C 0.1643 0.7272 -1.9029  N1 1.360, O3 1.206, O4 1.355
3 O -0.7163 1.5061 -2.1733  C2 1.206
4 O -0.0511 -0.4582 -1.2840  C2 1.355, H7 1.014
5 H 1.7468 1.6289 -2.8527  N1 0.997
6 H 2.1160 0.1755 -2.0358  N1 1.003
7 H -0.3255 -0.2517 -0.3295  O4 1.014
8 C -0.3612 -1.0912 2.0038  N9 1.489, H10 1.091, H11 1.091, H12 1.086
9 N -0.8858 0.0878 1.2610  C8 1.489, H13 1.002, H14 1.016
10 H 0.6900 -1.1964 1.7332  C8 1.091
11 H -0.4078 -1.0051 3.0908  C8 1.091
12 H -0.9161 -1.9729 1.6965  C8 1.086
13 H -0.6346 0.9273 1.7473  N9 1.002
14 H -1.8963 -0.0102 1.2378  N9 1.016

As for the total charge: 0. The calculation puts the HOMO energy at -9.804 eV.

***

Which of them is the most stable, and which is the least stable? arrangement 3 and arrangement 2, in that order.